# 1
{"formula": "C3H10N2O2", "method": "ωB97M-V/def2-TZVPD", "species": ["O", "C", "C", "N", "C", "N", "H", "H", "H", "H", "H", "H", "H", "H", "H", "H", "O"], "positions_angstrom": [[-2.36410, -0.42502, 2.11054], [-1.22938, -0.56364, 1.74713], [-0.82818, -0.88229, 0.33347], [0.21710, -0.02860, -0.17382], [0.04380, 0.42310, -1.56978], [0.40445, 1.82984, -1.64777], [-0.38319, -0.45235, 2.44493], [-1.75029, -0.92780, -0.25282], [-0.50979, -1.93604, 0.34669], [0.44200, 0.79309, 0.36567], [0.61945, -0.25001, -2.20522], [-0.99272, 0.26901, -1.85870], [0.90478, 2.03000, -2.50249], [-0.44387, 2.37917, -1.65689], [2.17341, -1.03032, -0.20650], [2.71125, 0.27441, -0.60886], [3.01228, -0.53773, -0.18822]], "nbo_charge": [-0.50, 0.44, -0.33, -0.67, -0.05, -0.85, 0.11, 0.20, 0.20, 0.39, 0.18, 0.15, 0.37, 0.37, 0.48, 0.46, -0.94], "homo_ev": -9.2, "e_tot_ha": -380.25626, "smiles": "NCNCC=O.O"}


# 2
{"formula": "C3H10N2O2", "method": "ωB97M-V/def2-TZVPD", "species": ["N", "C", "C", "N", "C", "O", "H", "H", "H", "H", "H", "H", "H", "H", "H", "H", "O"], "positions_angstrom": [[-0.73439, -2.38218, -1.46583], [-0.06543, -1.44059, -0.59271], [-0.82350, -0.44212, 0.28233], [0.05470, 0.25471, 1.05412], [-0.62661, 1.40811, 1.71108], [-2.03638, -0.36489, 0.30821], [-0.82109, -3.25743, -0.97019], [-1.68767, -2.09691, -1.70755], [0.58496, -2.12104, 0.03093], [0.55801, -0.73055, -1.19004], [1.03054, 0.36224, 0.84589], [-1.61611, 1.64949, 1.27585], [-0.65900, 1.13801, 2.76556], [-0.12522, 2.42353, 1.70410], [2.25898, 1.81193, -2.11125], [2.23391, 2.29360, -0.72278], [2.47429, 1.49409, -1.21772]], "nbo_charge": [-0.82, -0.32, 0.66, -0.63, -0.44, -0.62, 0.35, 0.37, 0.21, 0.20, 0.41, 0.24, 0.20, 0.19, 0.47, 0.46, -0.93], "homo_ev": -9.1, "e_tot_ha": -380.28401, "smiles": "CNC(=O)CN.O"}


# 3
{"formula": "C3H10N2O3", "method": "ωB97M-V/def2-TZVPD", "species": ["O", "C", "N", "C", "N", "C", "O", "H", "H", "H", "H", "H", "H", "H", "H", "H", "H", "O"], "positions_angstrom": [[0.37611, 0.63306, 0.64376], [0.27190, -0.54409, 0.86337], [0.88846, -1.19936, 1.90618], [-0.72942, -1.48638, 0.07773], [-1.59738, -0.68292, -0.73054], [-1.25728, -0.05251, -1.98865], [-1.48220, 1.32934, -1.90702], [1.19407, -0.65867, 2.70349], [0.50043, -2.08410, 2.19203], [-1.39150, -2.11290, 0.67109], [-0.05072, -2.15758, -0.46767], [-2.53794, -0.62220, -0.43050], [-1.90226, -0.53357, -2.73717], [-0.24892, -0.32477, -2.30879], [-0.85043, 1.66463, -1.29241], [2.89706, 1.51042, 0.10802], [2.06201, 2.03855, 1.11088], [2.95094, 1.65295, 1.05731]], "nbo_charge": [-0.64, 0.68, -0.83, -0.32, -0.66, 0.10, -0.72, 0.40, 0.38, 0.22, 0.20, 0.38, 0.16, 0.16, 0.48, 0.46, 0.48, -0.93], "homo_ev": -8.7, "e_tot_ha": -455.52960, "smiles": "NC(=O)CNCO.O"}


# 4
{"formula": "C3H10N2O3", "method": "ωB97M-V/def2-TZVPD", "species": ["H", "O", "N", "H", "C", "C", "C", "N", "H", "H", "H", "H", "O", "H", "H", "O", "H", "H"], "positions_angstrom": [[-0.06298, -0.95371, 0.34993], [0.54041, -1.51089, 1.09444], [-0.55556, 0.04677, -0.41522], [-0.08176, -2.16611, 1.48177], [-0.84479, 0.05367, -1.75970], [-0.86580, 1.21323, 0.06420], [-1.35040, 1.27320, -2.07428], [-1.37321, 1.98791, -0.92135], [-1.76057, 2.87986, -0.69263], [-0.87303, 1.53816, 1.09462], [-1.66604, 1.55327, -3.06021], [-0.54998, -0.79640, -2.34746], [0.65226, 0.32101, 3.24289], [0.60784, -0.47938, 2.66976], [1.48442, 0.75630, 3.01658], [2.52247, -2.04951, -0.85563], [2.32692, -2.30014, 0.05787], [1.84981, -1.36724, -0.94556]], "nbo_charge": [0.47, -1.07, -0.50, 0.46, -0.08, 0.21, -0.09, -0.50, 0.43, 0.24, 0.23, 0.23, -0.99, 0.50, 0.46, -0.95, 0.49, 0.46], "homo_ev": -10.1, "e_tot_ha": -455.53688}


# 5
{"formula": "C3H10N2O3", "method": "ωB97M-V/def2-TZVPD", "species": ["C", "C", "N", "C", "N", "H", "H", "H", "H", "H", "H", "O", "H", "H", "O", "H", "H", "O"], "positions_angstrom": [[0.51774, 1.07490, 1.88389], [0.48834, 0.03829, 1.00258], [0.82052, 0.50650, -0.28227], [0.95986, 1.80790, -0.15184], [0.99754, 2.16550, 1.18045], [0.61753, 1.11322, 2.96138], [0.33636, -0.99805, 1.32145], [0.89196, 2.40997, -1.04217], [1.48990, 2.92202, 1.61960], [1.34467, -1.38678, -1.82035], [0.83220, -1.73969, -0.40524], [1.15630, -2.12878, -1.21776], [-2.32973, -3.51894, -0.16292], [-1.00388, -2.74986, -0.46596], [-1.85647, -3.01560, -0.83062], [-1.50755, 1.57413, -1.82247], [-1.73384, 0.52447, -0.74852], [-2.02145, 1.40081, -1.01922]], "nbo_charge": [-0.08, -0.14, -0.50, 0.19, -0.53, 0.22, 0.21, 0.21, 0.42, 0.49, 0.46, -0.95, 0.47, 0.47, -0.94, 0.46, 0.48, -0.94], "homo_ev": -9.5, "e_tot_ha": -455.50715, "smiles": "c1c[nH]cn1.O.O.O"}


# 6
{"formula": "C3H10N2O3", "method": "ωB97M-V/def2-TZVPD", "species": ["C", "C", "C", "N", "N", "O", "H", "H", "H", "H", "H", "H", "H", "H", "O", "O", "H", "H"], "positions_angstrom": [[-0.26082, -0.94295, -0.34749], [-1.75478, -0.72620, -0.25618], [0.50850, 0.63191, -0.62100], [1.86545, 0.40764, -0.82643], [0.27157, -1.55698, 0.79548], [-0.18659, 1.43253, -1.25280], [0.06227, -1.43154, -1.26740], [2.14308, -0.39666, -1.37049], [2.43006, 1.24572, -0.83248], [1.22162, -1.87668, 0.61308], [0.38242, -0.81230, 1.62702], [-2.27658, -1.68205, -0.24097], [-2.10493, -0.13847, -1.10100], [-1.99667, -0.18354, 0.65772], [0.58433, 1.30594, 1.08604], [-0.60401, 2.09531, 1.18284], [-0.81344, 2.17000, 0.21316], [0.52851, 0.45833, 1.94089]], "nbo_charge": [-0.11, -0.63, 0.70, -0.91, -0.76, -0.72, 0.20, 0.40, 0.39, 0.37, 0.27, 0.21, 0.23, 0.21, -0.38, -0.43, 0.49, 0.47], "homo_ev": -8.4, "e_tot_ha": -455.34079}


# 7
{"formula": "C3H10N2O3", "method": "ωB97M-V/def2-TZVPD", "species": ["C", "C", "N", "C", "N", "H", "H", "H", "H", "H", "H", "O", "H", "H", "O", "H", "H", "O"], "positions_angstrom": [[0.33246, -0.75708, -0.62638], [1.40903, -0.13071, -1.42942], [2.03106, 0.87101, -0.90376], [1.97479, 0.34842, 0.45411], [0.87345, -0.53392, 0.70514], [0.07565, -1.81288, -0.74071], [1.90157, -0.69876, -2.22790], [2.81637, -0.34626, 0.65108], [1.91816, 1.14944, 1.23064], [-0.53908, -0.09400, -0.84527], [-2.38622, 0.02008, -0.51089], [-2.22707, 0.75706, 0.21589], [-3.03788, -1.11822, -2.04059], [-3.02783, 0.72643, 0.77158], [-2.18221, -0.81865, -1.66453], [-0.34747, 1.50726, 3.09160], [0.22270, -0.05403, 1.38698], [0.19252, 0.98481, 2.48240]], "nbo_charge": [-0.38, 0.18, -0.35, -0.16, -0.28, 0.29, 0.21, 0.27, 0.30, 0.38, 0.49, -0.95, 0.45, 0.46, -1.03, 0.46, 0.46, -0.82], "homo_ev": -8.9, "e_tot_ha": -455.15777}


# 8
{"formula": "C3H10N2O3S", "method": "ωB97M-V/def2-TZVPD", "species": ["C", "C", "C", "N", "N", "O", "O", "O", "S", "H", "H", "H", "H", "H", "H", "H", "H", "H", "H"], "positions_angstrom": [[-0.42337, -0.37911, 2.49471], [-0.13461, -0.44473, 1.06800], [-0.75777, 0.57101, 0.08587], [1.27827, -0.37028, 0.99034], [-0.64949, 0.45415, -1.14421], [1.17567, -2.10788, -3.43987], [-0.08685, -0.05905, -3.54581], [1.66667, -0.25568, -1.73729], [0.52343, -0.99509, -2.30421], [-1.51576, -0.23938, 2.63321], [0.06975, 0.58729, 2.91648], [-0.23315, -1.36820, 2.94207], [-0.36278, -1.47220, 0.56118], [-1.20047, 1.48755, 0.74933], [1.61411, -0.60324, 0.07299], [1.79126, 0.36342, 1.35513], [1.55248, -2.92959, -2.97237], [-0.88111, 1.22687, -1.83597], [0.55597, -0.26799, -4.25068]], "nbo_charge": [-0.61, -0.13, 0.21, -0.85, -0.68, -0.96, -0.89, -0.97, 1.71, 0.20, 0.21, 0.24, 0.19, 0.14, 0.40, 0.36, 0.50, 0.40, 0.50], "homo_ev": -8.6, "e_tot_ha": -853.62403}


# 9
{"formula": "C3H10N2P", "method": "ωB97M-V/def2-TZVPD", "species": ["C", "C", "C", "N", "N", "P", "H", "H", "H", "H", "H", "H", "H", "H", "H", "H"], "positions_angstrom": [[0.09186, -1.09493, 0.41833], [-2.00549, 0.52630, -0.36167], [0.33775, 0.49660, -0.19621], [1.41188, -1.55334, 0.77371], [-0.69263, 1.02870, -0.75478], [2.00318, 1.11478, -0.51261], [-0.15153, -1.42703, -0.65416], [-2.70354, 1.40892, -0.21371], [-2.46534, -0.17748, -1.08206], [-1.82132, 0.04375, 0.59613], [-0.72194, -1.57491, 1.09727], [1.93422, -1.83185, -0.03773], [1.51773, -1.77450, 1.71055], [-0.62671, 1.85026, -1.41881], [2.35284, 0.52692, 0.72896], [1.53904, 2.43782, -0.09322]], "nbo_charge": [-0.28, -0.44, 0.15, -0.86, -0.51, 0.36, 0.23, 0.25, 0.24, 0.23, 0.28, 0.41, 0.41, 0.44, 0.06, 0.04], "charge": 1, "homo_ev": -13.6, "e_tot_ha": -570.82899, "smiles": "C/[NH+]=C(/P)CN"}


# 10
{"formula": "C3H10N2S", "method": "ωB97M-V/def2-TZVPD", "species": ["C", "C", "S", "H", "H", "H", "H", "H", "N", "C", "N", "H", "H", "H", "H", "H"], "positions_angstrom": [[-2.30947, -1.72181, 0.54068], [-1.02409, -1.46645, -0.33446], [-0.94718, -0.11762, -1.56019], [-3.26644, -1.61710, -0.01164], [-2.24906, -1.02492, 1.39293], [-2.19311, -2.76064, 1.00213], [-0.82564, -2.40616, -0.74298], [-0.15271, -1.27716, 0.23652], [2.04240, 1.67069, -0.10752], [1.73563, 1.50055, 1.22919], [1.70694, 0.34414, 1.77474], [2.31046, 0.85982, -0.61639], [2.19878, 2.57978, -0.56546], [1.52002, 2.43269, 1.82645], [1.69182, 0.34441, 2.81956], [-0.53706, 0.77365, -0.66101]], "nbo_charge": [-0.62, -0.52, -0.06, 0.22, 0.21, 0.21, 0.21, 0.23, -0.83, 0.28, -0.76, 0.40, 0.40, 0.15, 0.36, 0.12], "homo_ev": -8.8, "e_tot_ha": -627.96939, "smiles": "[H]/N=C/N.CCS"}


# 11
{"formula": "C3H10N2S", "method": "ωB97M-V/def2-TZVPD", "species": ["N", "C", "C", "S", "C", "N", "H", "H", "H", "H", "H", "H", "H", "H", "H", "H"], "positions_angstrom": [[1.29979, 0.27206, 0.65923], [-0.04873, 0.20388, 0.10130], [-1.03448, -0.58287, 0.93887], [-2.06141, -0.13779, 2.40269], [0.06803, -0.25737, -1.38850], [1.15692, 0.51075, -2.07522], [1.77421, -0.53196, 0.17650], [-1.50906, 1.23563, 2.63891], [1.24251, -0.03683, 1.56983], [-0.42180, 1.23065, 0.15115], [-1.78344, -1.10810, 0.30030], [-0.42247, -1.55329, 1.33251], [-0.96226, -0.10904, -1.70534], [0.21701, -1.35321, -1.35930], [0.75307, 1.42289, -2.44311], [1.73213, 0.79460, -1.29983]], "nbo_charge": [-0.82, -0.09, -0.55, -0.04, -0.23, -0.83, 0.34, 0.14, 0.36, 0.18, 0.22, 0.20, 0.20, 0.18, 0.36, 0.37], "homo_ev": -9.1, "e_tot_ha": -627.93783, "smiles": "NC[C@H](N)CS"}


# 12
{"formula": "C3H10N2S", "method": "ωB97M-V/def2-TZVPD", "species": ["N", "C", "C", "S", "C", "N", "H", "H", "H", "H", "H", "H", "H", "H", "H", "H"], "positions_angstrom": [[0.48021, -1.73246, -0.05423], [-0.12646, -0.40396, -0.05884], [0.59399, 0.77497, -0.73078], [1.30062, 0.72522, -2.51385], [-0.37121, -0.02379, 1.40131], [-1.11874, 1.12529, 1.61485], [0.12443, -2.60453, -0.53059], [0.53865, -0.32028, -3.21014], [1.45719, -1.72223, -0.43059], [-1.14870, -0.49433, -0.63606], [-0.22685, 1.60811, -0.75060], [1.35563, 0.96357, -0.04396], [0.70487, 0.34909, 1.84645], [-0.71093, -0.96060, 1.77510], [-2.06440, 0.86219, 1.37544], [-0.78830, 1.85374, 0.94650]], "nbo_charge": [-0.89, -0.07, -0.49, -0.10, -0.21, -0.82, 0.39, 0.15, 0.37, 0.17, 0.21, 0.21, 0.16, 0.22, 0.35, 0.35], "homo_ev": -8.9, "e_tot_ha": -627.92356, "smiles": "NC[C@H](N)CS"}